The following is a quantum chemistry calculation of 3 unconnected molecules or ions with the total composition C34H28N3O4 in a non-equilibrium geometry, from the OMol25 dataset.

The value obtained for the LUMO energy is -3.390 eV. For the HOMO energy, the calculation gives -10.9 eV. The net charge is +1. The total energy is -1777.38023 hartree. The spin multiplicity is 1. The calculation puts the orbital gap at 7.46 eV.

Structure (XYZ):
```
69
C34H28N3O4 | the OMol25 dataset | ωB97M-V/def2-TZVPD
O -4.379 7.689 5.320
O 1.249 -1.429 -2.657
O 1.181 3.295 -0.171
O -4.300 2.968 2.833
N 4.244 -7.035 -1.741
N 2.288 -6.268 -2.905
N 3.900 -4.635 -2.186
C -0.019 0.166 -1.485
C -7.906 4.250 4.523
C -6.736 3.795 3.927
C 1.187 2.232 -0.764
C -1.184 -0.595 -1.560
C 2.414 1.761 -1.450
C -4.370 6.627 4.727
C 1.225 -0.336 -2.112
C -6.760 6.229 5.280
C -1.201 1.839 -0.208
C 6.276 -8.405 -2.400
C 4.707 2.129 -2.090
C -3.142 6.157 4.042
C 3.611 0.069 -2.689
C -0.848 6.527 3.405
C -2.359 1.075 -0.280
C 4.741 0.875 -2.694
C -3.113 4.911 3.416
C -4.326 4.059 3.377
C 3.548 2.569 -1.464
C 3.423 -5.991 -2.287
C 1.877 -8.223 -4.559
C -5.573 4.558 4.004
C -7.916 5.463 5.206
C 1.706 -7.621 -3.087
C 4.989 -7.660 -2.898
C -2.008 6.966 4.030
C 7.218 -9.136 -2.107
C -0.813 5.273 2.801
C -1.943 4.467 2.806
C -2.352 -0.139 -0.962
C 2.440 0.514 -2.076
C -0.032 1.391 -0.817
C -5.589 5.784 4.672
H -6.735 2.848 3.399
H -6.775 7.176 5.809
H 5.208 -6.846 -3.655
H 2.939 -8.108 -4.965
H 4.897 -6.679 -1.029
H 5.650 0.529 -3.175
H -3.269 1.428 0.193
H 1.733 -9.351 -4.452
H 3.125 -3.961 -2.259
H -1.214 2.785 0.321
H 2.171 -8.387 -2.381
H -8.828 5.814 5.676
H 5.587 2.763 -2.105
H 4.342 -4.467 -1.274
H -1.911 3.493 2.329
H -8.812 3.657 4.457
H -2.028 7.942 4.503
H 3.641 -0.904 -3.166
H 0.602 -7.581 -2.799
H 3.529 3.544 -0.990
H 1.175 -7.773 -5.322
H 0.097 4.926 2.320
H -3.259 -0.730 -1.026
H 0.031 7.162 3.390
H 7.842 -9.999 -1.743
H 1.765 -5.471 -3.287
H -1.185 -1.543 -2.087
H 4.325 -8.435 -3.400
```

Löwdin atomic charge list, values in e, 4 entries: atom 1 (O): 0.109, atom 2 (O): 0.059, atom 3 (O): 0.110, atom 4 (O): 0.088

***

The following is a quantum chemistry calculation of a molecular structure, C34H29BrNNdO6P2S2 in a non-equilibrium geometry, from the OMol25 dataset.

The value obtained for the LUMO energy (spin up / spin down) is -0.048 / -0.048 eV. The energy relative to the best compared isomer or geometry (same formula, charge and spin) comes out at 14.85 kJ/mol. For the HOMO energy (spin up / spin down), the calculation gives -7.4 / -7.4 eV. The net charge is 0. The total energy is -6433.92697 hartree. The spin multiplicity is 4. The expectation value of S² is 3.754. The calculation puts the orbital gap (spin up / spin down) at 7.32 / 7.33 eV.

Structure (XYZ):
```
76
C34H29BrNNdO6P2S2 | the OMol25 dataset | ωB97M-V/def2-TZVPD
Nd -2.312 -0.514 -0.320
Br -2.154 -0.817 -3.709
S -2.244 0.327 2.341
S -2.201 2.022 -1.411
P -0.262 1.697 -0.838
P -0.289 0.404 1.783
O -2.038 -2.625 0.945
O -4.455 -0.817 -0.213
O -2.838 -4.540 1.746
O 2.180 -3.560 -4.362
O -6.550 -1.593 -0.579
O -3.419 -2.954 -1.410
N -0.661 -2.047 -1.790
C 1.267 -3.088 -3.490
C -0.473 4.123 0.542
C 0.701 -2.723 4.281
C -4.754 -2.554 -1.779
C 1.777 -3.316 3.632
C 0.477 3.368 4.538
C 2.235 -2.785 2.434
C 0.350 3.303 -0.227
C 1.612 -1.671 1.879
C 2.156 4.880 0.041
C 2.512 2.934 3.334
C 1.855 1.985 2.565
C 2.174 1.266 -4.744
C -2.700 -3.628 0.799
C 0.524 -1.080 2.516
C -0.185 2.421 3.764
C -0.704 -1.872 -3.095
C 0.021 5.313 1.061
C 0.086 0.303 0.110
C 0.437 2.345 -3.477
C 0.696 1.507 -2.390
C -5.356 -1.576 -0.770
C 2.439 0.433 -3.668
C 1.823 3.623 4.325
C 1.170 2.225 -4.647
C -3.407 -4.009 -0.477
C 1.331 5.695 0.805
C 0.080 -1.611 3.726
C 0.504 1.718 2.782
C 0.210 -2.356 -4.003
C 0.369 -2.750 -1.313
C 1.346 -3.296 -2.116
C 1.700 0.552 -2.492
C 1.670 3.683 -0.467
H -0.355 3.082 -3.398
H 2.384 1.449 1.783
H 3.561 3.141 3.156
H 1.949 -1.250 0.938
H -0.767 -1.150 4.222
H 1.890 -0.086 -1.636
H 2.748 1.171 -5.660
H 0.127 -2.156 -5.062
H 2.315 3.043 -1.057
H -4.411 -4.350 -0.226
H 2.877 -4.031 -3.894
H 0.407 -2.862 -0.236
H -1.497 3.824 0.725
H -1.239 2.223 3.918
H -2.353 -4.237 2.530
H 2.336 4.366 4.925
H 3.223 -0.313 -3.743
H 3.179 5.176 -0.158
H 0.961 2.879 -5.487
H 3.085 -3.236 1.933
H 2.162 -3.861 -1.678
H -2.861 -4.860 -0.892
H 2.264 -4.182 4.065
H 0.349 -3.126 5.224
H -0.065 3.910 5.305
H -5.398 -3.423 -1.888
H -4.664 -2.061 -2.742
H 1.712 6.628 1.204
H -0.621 5.944 1.664
```

Löwdin atomic charge list, values in e, 4 entries: atom 1 (Nd): 1.298, atom 2 (Br): 0.854, atom 3 (S): 0.270, atom 4 (S): 0.203

***

The following is a quantum chemistry calculation of a molecular structure, C34H29Cl3N3OPPtSeSi in a non-equilibrium geometry, from the OMol25 dataset.

The value obtained for the LUMO energy (spin up / spin down) is -0.899 / -0.973 eV. For the HOMO energy (spin up / spin down), the calculation gives -7.0 / -7.1 eV. The net charge is 0. The total energy is -6084.93658 hartree. The spin multiplicity is 1. The calculation puts the orbital gap (spin up / spin down) at 6.15 / 6.15 eV.

Structure (XYZ):
```
74
C34H29Cl3N3OPPtSeSi | the OMol25 dataset | ωB97M-V/def2-TZVPD
Pt -0.094 -0.046 -1.579
Se 1.774 -1.283 -3.176
Cl 0.958 3.656 -0.395
Cl 1.988 2.570 -3.218
Cl -1.132 3.195 -2.749
P -0.830 0.454 1.699
Si 0.492 2.184 -1.813
O -1.568 -0.399 0.739
N -1.383 -0.326 -3.585
N -0.888 -2.071 -1.447
N -2.963 -1.671 -2.487
C -1.231 2.218 1.552
C 0.969 0.165 1.587
C -1.202 4.465 2.373
C -2.657 -0.646 -3.363
C -1.286 0.136 3.438
C -1.100 0.575 -4.525
C -2.463 3.925 0.402
C -0.104 -2.885 -0.745
C 2.664 -1.541 1.499
C -2.639 0.015 3.724
C -3.406 0.925 -5.007
C -2.138 -2.448 -1.710
C 5.957 -1.379 -1.104
C -3.067 -0.070 5.036
C 3.272 0.775 1.353
C -2.012 4.857 1.320
C -2.079 2.600 0.522
C 3.633 -0.562 1.350
C 5.224 -2.545 -1.258
C 3.440 -1.286 -2.257
C 1.946 1.146 1.495
C -0.811 3.146 2.495
C -2.071 1.224 -5.261
C -1.841 -4.484 -0.469
C 4.165 -0.111 -2.082
C -2.649 -3.665 -1.225
C 3.971 -2.502 -1.834
C 5.420 -0.167 -1.511
C -2.141 -0.031 6.067
C -3.704 -0.032 -4.059
C -0.528 -4.092 -0.226
C -0.358 0.159 4.470
C 1.334 -1.179 1.613
C -0.790 0.073 5.782
H 5.635 -3.492 -0.940
H -4.118 -0.162 5.263
H -3.659 -3.960 -1.471
H -2.219 -5.418 -0.081
H -0.070 0.091 6.587
H -2.292 5.894 1.211
H -3.095 4.231 -0.418
H 0.912 -2.535 -0.596
H 2.945 -2.584 1.520
H -0.173 2.837 3.310
H -1.798 1.966 -5.992
H 0.555 -1.919 1.743
H -2.405 1.854 -0.192
H -3.344 -0.013 2.904
H 1.677 2.189 1.518
H 4.028 1.536 1.237
H -4.724 -0.303 -3.839
H -4.202 1.418 -5.548
H -2.470 -0.075 7.096
H -0.045 0.755 -4.692
H -0.870 5.191 3.097
H 6.948 -1.414 -0.677
H 3.395 -3.407 -1.980
H 0.697 0.238 4.248
H 3.747 0.831 -2.409
H 4.669 -0.840 1.237
H -3.924 -1.983 -2.527
H 5.988 0.743 -1.392
H 0.140 -4.711 0.351
```

Löwdin atomic charge list, values in e, 4 entries: atom 1 (Pt): 0.581, atom 2 (Se): 0.700, atom 3 (Cl): 0.301, atom 4 (Cl): 0.203

***

Which of these has the highest spin multiplicity? C34H29BrNNdO6P2S2

***

Number 1 is which compound? C34H28N3O4

***

Among the records above, which one has the highest net charge? C34H28N3O4